{"formula": "C3H4N2OS", "method": "wB97M-V/def2-TZVPD", "symbols": ["C", "N", "N", "H", "S", "O", "H", "C", "H", "H", "C"], "xyz": [[-1.857, 0.647, -0.229], [-0.369, -0.062, 1.873], [-2.588, 0.718, 0.869], [1.969, -0.171, 0.428], [-1.877, 0.321, 2.406], [-2.038, 0.860, -1.389], [0.988, -1.318, -0.496], [1.055, -0.285, -0.154], [1.082, 0.360, -1.031], [-3.561, 0.985, 0.891], [-0.128, 0.020, 0.647]], "nbo_charge": [0.6537, -0.6185, -0.7990, 0.2357, 0.6609, -0.5820, 0.2455, -0.6967, 0.2466, 0.4283, 0.2255], "e_homo_ev": -8.71, "lumo_energy_ev": 0.53, "mol_weight_g_mol": 116.14}

***

{"formula": "C45H42O27", "method": "wB97M-V/def2-TZVPD", "symbols": ["C", "O", "H", "O", "O", "C", "H", "C", "C", "C", "O", "H", "H", "O", "H", "C", "C", "H", "C", "H", "C", "C", "C", "O", "C", "O", "O", "H", "H", "H", "O", "O", "O", "C", "C", "C", "O", "H", "H", "C", "O", "C", "O", "C", "H", "C", "H", "C", "C", "O", "H", "H", "H", "C", "O", "H", "H", "H", "C", "O", "C", "O", "C", "H", "H", "O", "H", "H", "C", "O", "C", "H", "C", "C", "O", "C", "C", "H", "C", "O", "H", "H", "C", "C", "H", "H", "C", "O", "C", "C", "C", "H", "C", "H", "H", "H", "H", "O", "H", "C", "C", "C", "C", "O", "H", "H", "C", "C", "H", "O", "H", "O", "H", "H"], "xyz": [[-0.225, -3.741, -0.139], [1.360, 6.890, 2.450], [-1.031, 3.377, 2.770], [0.934, 9.735, -1.406], [-3.345, 0.908, -1.491], [-1.717, 2.498, 3.177], [-0.537, 8.786, -2.766], [3.032, -3.439, 3.764], [-3.252, 2.752, 3.306], [0.206, 6.122, 0.534], [6.848, -1.988, 2.795], [1.914, 0.735, -5.082], [1.247, -1.143, -0.731], [-0.867, -1.556, -8.541], [0.753, 2.984, -0.710], [1.691, -2.826, 3.481], [-1.066, -1.491, -4.288], [-0.885, 5.758, -1.539], [0.960, -0.501, -0.079], [0.467, -4.002, 0.499], [4.691, -0.789, 0.030], [3.250, -4.893, 3.884], [0.474, 2.069, 0.112], [-6.920, -1.509, 2.230], [-4.225, 0.362, -0.550], [-0.532, 0.708, -1.405], [-7.839, 0.384, 0.422], [-4.241, 0.172, 5.010], [0.778, -1.226, 3.189], [-0.718, 0.541, -3.472], [6.010, 0.265, 1.476], [3.434, -2.274, -1.659], [-0.726, 0.965, -4.358], [0.742, -5.055, 3.184], [-1.418, -4.660, -0.279], [-3.405, 0.817, 4.615], [-1.373, -0.633, 4.991], [-6.533, -2.134, 2.589], [-3.380, -4.962, -1.140], [5.213, -3.307, 1.491], [3.643, -4.447, 0.135], [3.465, 2.406, -2.139], [1.583, -1.477, 3.373], [-0.335, 6.377, -0.814], [4.366, 2.878, -2.553], [-2.725, -4.119, -0.910], [-0.600, -2.738, 0.115], [5.650, -0.787, 1.161], [-1.018, 1.409, 3.886], [0.180, 1.191, 3.648], [0.346, -3.749, -1.195], [-4.291, -1.886, 2.211], [-5.988, 1.132, -1.538], [2.449, 1.553, -4.527], [-2.453, -0.805, 0.387], [-0.375, 2.509, 0.796], [4.562, -0.091, -0.673], [-1.242, -3.579, -4.612], [2.870, 1.279, -3.049], [-5.338, 2.050, 4.205], [4.060, -2.209, -0.447], [-1.243, -1.498, -3.090], [4.302, -3.347, 0.412], [-0.153, -5.739, 3.025], [-3.311, -3.332, -0.481], [2.641, 0.228, -2.536], [0.423, -1.183, 0.747], [1.672, 7.709, 2.836], [5.834, -2.015, 1.810], [-0.852, 7.905, -2.662], [0.927, 7.135, 1.231], [6.992, -1.087, 3.224], [-4.032, 1.927, 4.069], [1.133, 8.473, 0.615], [-0.759, -3.882, -7.302], [-1.941, 0.500, 4.530], [-1.113, -2.693, -5.073], [-2.771, -3.542, -1.797], [-6.082, -1.002, 1.392], [-0.130, 5.005, 0.997], [1.386, 1.979, 0.654], [-2.312, -1.114, 5.162], [-0.849, -0.237, -5.004], [-5.659, 0.483, -0.641], [-4.744, 3.973, 2.941], [-2.452, 0.674, -1.219], [-0.857, -2.793, -6.561], [4.288, -5.365, 4.307], [0.659, 8.745, -0.738], [-0.238, 7.741, -1.407], [2.049, -5.711, 3.563], [3.533, 1.953, -1.200], [-3.627, -0.676, 0.392], [3.349, 1.671, -5.032], [3.831, -2.759, 4.073], [-0.832, -4.747, -6.856], [1.707, 9.403, 1.093], [2.212, -7.114, 3.645], [3.192, -1.370, -1.896], [-0.854, -1.481, -7.346], [0.170, 0.699, -0.482], [-4.596, -1.267, 1.370], [-6.616, -0.069, 0.313], [-3.788, 3.946, 2.845], [-0.482, 0.697, -6.925], [2.882, 3.292, -2.013], [-0.791, -0.185, -6.486], [0.537, -3.633, 3.246], [1.793, -0.002, 0.417], [-0.572, -3.145, 2.935], [5.473, -4.001, 2.117], [-1.330, -5.839, 0.078], [1.421, -7.483, 3.462], [2.002, 2.576, -4.577]], "mulliken_charge": [0.5945, -0.4066, 0.3468, -0.6122, -0.4933, -0.5506, 0.3559, -0.5373, 0.0931, 0.4583, -0.5502, 0.1311, 0.7131, -0.5235, -0.1892, 0.3035, 0.6768, 0.4757, -0.5806, 0.2697, -0.7695, 0.4849, -0.5071, -0.3615, 0.1264, -0.8066, -0.5957, 0.2656, -0.0094, 0.2401, -0.5488, -0.4763, -0.5513, -0.6307, 0.5400, -0.4563, -0.4568, 0.2665, 0.4302, -1.4914, -0.6679, -1.2057, -0.3768, -0.3068, 0.3990, -1.0830, -0.8088, 0.4058, 0.6987, -0.5884, 0.2945, 0.3646, 0.3217, -1.3527, -0.2600, -0.1658, 0.8125, 0.4805, 1.0127, -0.7034, 0.5528, -0.2109, 0.9675, 0.1333, 0.1104, -0.5941, -0.6937, 0.3257, 0.1875, -0.4909, 0.6358, 0.3579, 0.5965, -0.8142, -0.4410, 0.5971, -0.8978, 0.2807, 0.5278, -0.4367, 0.7538, 0.3775, 0.3652, -0.7342, 0.3536, 0.3738, 0.4379, -0.5847, 0.6327, -0.0229, 0.4999, 0.2401, 0.6861, 0.5794, 0.5354, 0.3561, 0.1513, -0.4550, 0.4255, 0.4080, 1.1515, -0.5647, 0.4689, -0.5211, 0.5205, 0.3197, -0.8712, 0.8053, 0.2804, -0.5113, 0.8843, -0.6428, 0.2996, 0.3702], "smiles": "O=C1C=C(O)C(=O)C=C1O.O=C1C=C(O)C(=O)C=C1O.O=C1C=C(O)C(=O)C=C1O.O=C1C=C(O)C(=O)C=C1O.O=C1C=C(O)C(=O)C=C1O.O=C1C=C(O)C(=O)C=C1O.CC(C)=O.CC(C)=O.CC(C)=O", "e_homo_ev": -8.68, "lumo_energy_ev": -2.86, "mol_weight_g_mol": 1014.80}

***

{"formula": "C6H10O", "method": "wB97M-V/def2-TZVPD", "symbols": ["C", "C", "H", "C", "H", "H", "C", "H", "O", "C", "C", "H", "H", "H", "H", "H", "H"], "xyz": [[0.203, 0.231, -1.097], [-1.125, -1.114, 0.310], [1.111, 0.703, -0.691], [-1.804, 0.232, 0.354], [-1.700, 0.689, 1.348], [-0.828, 2.055, -0.414], [2.595, -0.052, 1.197], [-1.711, 1.130, -1.625], [2.088, -0.998, 1.739], [-0.044, -1.114, -0.464], [-1.069, 1.041, -0.743], [0.615, -1.964, -0.618], [-2.882, 0.161, 0.161], [-1.491, -1.972, 0.865], [2.350, 0.993, 1.479], [3.334, -0.169, 0.377], [0.359, 0.149, -2.179]], "nbo_charge": [-0.4351, -0.1811, 0.1875, -0.4396, 0.2062, 0.2062, 0.2661, 0.2058, -0.4890, -0.1926, -0.3980, 0.2141, 0.2093, 0.2106, 0.1091, 0.1090, 0.2114], "smiles": "C1=CCCC1.C=O", "e_homo_ev": -9.01, "lumo_energy_ev": 0.91, "mol_weight_g_mol": 98.14}

***

Copy entry 3 word for word.
{"formula": "C6H10O", "method": "wB97M-V/def2-TZVPD", "symbols": ["C", "C", "H", "C", "H", "H", "C", "H", "O", "C", "C", "H", "H", "H", "H", "H", "H"], "xyz": [[0.203, 0.231, -1.097], [-1.125, -1.114, 0.310], [1.111, 0.703, -0.691], [-1.804, 0.232, 0.354], [-1.700, 0.689, 1.348], [-0.828, 2.055, -0.414], [2.595, -0.052, 1.197], [-1.711, 1.130, -1.625], [2.088, -0.998, 1.739], [-0.044, -1.114, -0.464], [-1.069, 1.041, -0.743], [0.615, -1.964, -0.618], [-2.882, 0.161, 0.161], [-1.491, -1.972, 0.865], [2.350, 0.993, 1.479], [3.334, -0.169, 0.377], [0.359, 0.149, -2.179]], "nbo_charge": [-0.4351, -0.1811, 0.1875, -0.4396, 0.2062, 0.2062, 0.2661, 0.2058, -0.4890, -0.1926, -0.3980, 0.2141, 0.2093, 0.2106, 0.1091, 0.1090, 0.2114], "smiles": "C1=CCCC1.C=O", "e_homo_ev": -9.01, "lumo_energy_ev": 0.91, "mol_weight_g_mol": 98.14}